[1]
32
Properties=species:S:1:pos:R:3:forces:R:3 method="wB97M-V/def2-TZVPD" energy_ha=-837.9692 molar_mass_g_mol=232.236 charge=0 spin_multiplicity=1 relative_energy_kj_mol=916.81 homo_energy_ev=-9.70
C 2.40751 -0.02839 0.31969 -2.4 0.7 -3.2
C 1.02033 -0.33850 0.87692 0.6 -4.2 0.6
C 2.79125 -1.17395 -0.70230 -2.2 -2.5 2.1
C 1.64936 -1.16882 -1.81114 0.0 1.9 -2.4
C -1.49238 -0.15320 0.77899 1.0 -1.9 1.2
C -1.90377 -1.50340 0.17279 1.1 -1.2 2.6
C -2.37763 0.96187 0.34469 3.0 -0.6 -1.3
C -2.36905 1.14517 -1.16488 1.5 1.6 -2.7
C -1.62748 2.07891 0.96945 0.7 5.5 -0.2
H 4.06147 -0.80185 1.14965 -2.9 3.4 2.2
H 2.65001 -0.60588 2.23846 0.9 1.0 -1.6
H 2.28552 0.83189 -0.53195 0.8 -0.8 3.1
H 3.80996 -1.07159 -1.06456 -0.2 0.5 -0.5
H 2.84250 -2.23199 -0.05650 -0.7 2.5 -2.0
H 0.58976 0.26475 -2.81472 -0.1 -0.9 -0.2
H -0.03704 1.51381 0.11408 0.0 -4.9 0.6
H -1.79394 -0.17626 2.00412 1.8 -0.4 -3.0
H -3.32874 0.64893 0.64462 -1.7 0.5 1.0
H -2.97803 0.23307 -1.60519 1.3 2.4 0.3
H -1.18273 1.15499 -1.47464 -3.0 -0.6 0.3
H -2.61443 2.36108 -1.60802 -0.1 -3.8 1.5
H -2.41551 2.86061 0.84080 0.9 0.4 1.4
H -0.98518 2.69555 -0.12869 -0.8 -1.8 3.4
H -0.93405 2.06951 2.15591 -2.5 -0.1 -4.2
H -0.52778 -2.30952 1.38201 -0.4 0.5 -1.5
N 3.14940 -0.00031 1.50170 5.6 -3.6 0.3
N -0.03759 0.14394 0.33140 -4.3 6.0 -0.4
O 0.94742 -1.34308 1.65126 0.2 1.5 -0.1
O 1.12499 -1.99340 -2.49849 0.7 -0.8 1.5
O 1.31018 0.19574 -2.18272 1.6 -0.7 1.6
O -2.89933 -1.73863 -0.43658 -0.5 0.6 -0.9
O -1.13502 -2.52106 0.60385 0.1 -0.2 0.5

***

[2]
58
Properties=species:S:1:pos:R:3:forces:R:3 method="wB97M-V/def2-TZVPD" energy_ha=-3116.5376 molar_mass_g_mol=493.345 s2=6.02 charge=-1 spin_multiplicity=5 relative_energy_kj_mol=0.00 homo_energy_ev="-3.10 / -3.89"
O -0.14221 -0.12731 -2.45836 0.5 -0.3 -0.4
C 0.93168 -0.61180 -3.30920 -0.4 0.3 0.2
C 0.42050 0.23356 -4.48257 -0.1 0.0 0.0
H 0.86404 -1.69688 -3.46657 0.2 0.2 0.2
H 1.90252 -0.30364 -2.89836 -0.1 -0.4 -0.1
C -0.70875 0.67691 -3.52253 0.5 -0.4 0.1
H 0.12022 -0.35888 -5.34684 0.0 0.4 0.4
H 1.11753 1.02295 -4.77172 -0.2 0.0 -0.1
C -2.07646 0.12225 -3.83919 -0.3 0.2 -0.1
H -2.02149 -0.96557 -3.97643 0.0 0.3 0.0
H -2.48742 0.58036 -4.74541 0.0 0.0 0.0
H -2.75476 0.35179 -3.00861 0.1 -0.2 -0.1
C -0.73317 2.13548 -3.13282 -0.2 0.3 0.0
H 0.27838 2.51841 -2.94248 -0.3 -0.1 0.0
H -1.34840 2.26275 -2.22906 0.3 0.0 -0.2
H -1.19279 2.72010 -3.94032 0.1 0.0 0.1
Fe 0.13829 -0.23444 0.33023 -1.2 2.3 0.0
C 0.90248 1.50913 1.56325 1.2 0.2 -0.2
C 1.92209 0.49935 1.47112 0.2 1.2 -0.3
C 2.36132 0.45330 0.10092 0.3 1.6 0.5
H 2.36254 -0.03076 2.31306 -0.4 0.0 -0.4
C 1.67635 1.48964 -0.61584 0.1 -0.3 0.8
C 0.73326 2.08924 0.26708 0.9 0.3 0.2
H 0.07650 2.92782 0.01977 0.1 -0.5 0.1
H 0.42476 1.83770 2.48903 0.0 -0.3 -0.5
H 3.19221 -0.12632 -0.28878 -0.4 0.0 0.1
H 1.93731 1.83909 -1.61512 -0.4 -0.4 0.2
C -1.47960 -0.50489 1.81579 -1.1 -0.2 -0.4
C -1.89203 0.69417 1.14261 -0.8 -0.7 0.1
C -2.22773 0.36453 -0.20128 0.0 -0.4 0.5
H -2.05322 1.66749 1.61167 0.4 -0.3 -0.3
C -2.00075 -1.02814 -0.38319 -1.0 -0.2 0.9
C -1.59956 -1.58722 0.87071 -1.2 1.1 0.1
H -1.56904 -2.64364 1.10901 0.5 0.3 -0.1
H -1.18336 -0.59930 2.85999 -0.1 0.0 -0.4
H -2.68973 1.03752 -0.92459 0.5 -0.1 0.2
H -2.20298 -1.59967 -1.29036 0.3 0.3 0.3
O 0.69692 -1.25907 -7.00784 0.5 -0.5 -2.5
C 0.12410 -0.37738 -8.01103 -0.1 0.7 0.7
C 0.43930 -0.86867 -9.43213 -0.1 -0.5 0.4
H 0.54324 0.62693 -7.84910 0.0 -0.2 0.0
H -0.95511 -0.29384 -7.81295 0.2 -0.1 -0.1
C 1.51053 -1.96339 -9.21925 0.1 0.7 0.4
H 0.80931 -0.04760 -10.05344 -0.2 -0.2 0.0
H -0.45813 -1.30919 -9.88073 0.2 0.2 0.0
C 1.37264 -2.32441 -7.73076 -0.4 -0.5 0.4
H 2.50185 -1.53298 -9.41008 -0.2 -0.3 0.0
H 1.34348 -2.82934 -9.86705 0.2 0.2 0.1
H 2.33672 -2.52425 -7.24978 -0.2 0.2 0.0
H 0.77086 -3.24151 -7.63408 0.1 0.2 0.1
F -0.29791 -4.46749 0.60704 1.1 -0.2 -0.3
C 1.00706 -4.30293 0.25981 -0.3 0.5 0.0
F 1.76330 -5.13632 1.00515 -0.5 0.2 -0.6
F 1.14127 -4.60844 -1.04801 -0.1 -0.3 0.7
S 1.54017 -2.54013 0.52503 -0.8 0.7 0.1
O 1.03156 -2.18633 1.85130 0.9 -1.2 -1.1
O 2.96551 -2.55504 0.31955 -0.3 -0.4 0.1
O 0.77147 -1.80604 -0.55577 2.0 -3.2 0.3

***

[3]
19
Properties=species:S:1:pos:R:3:forces:R:3 method="wB97M-V/def2-TZVPD" energy_ha=-215.2708 molar_mass_g_mol=76.163 charge=+1 spin_multiplicity=1 relative_energy_kj_mol=100.08 homo_energy_ev=-14.66
C -2.74281 0.79193 0.00639 -0.6 0.9 -0.8
C -1.97582 -0.34657 -0.65393 1.7 -0.2 1.4
H -3.10128 1.46232 -0.76859 0.1 0.3 -0.3
H -3.68889 0.49928 0.45798 0.3 -0.4 0.4
H -2.18639 1.44864 0.67981 0.1 -0.4 0.2
H -2.42324 -1.30577 -0.39294 -0.2 0.0 -1.0
H -0.96729 -0.47446 -0.20592 -0.5 0.3 0.3
H -1.65234 -0.15987 -1.67637 -1.0 -0.4 -0.4
C 1.53214 0.31959 0.52868 0.8 0.1 1.1
C 1.31823 -1.09620 1.06304 -0.9 0.4 -0.6
N 2.25684 0.37753 -0.79430 -0.8 -0.7 -1.1
H 0.62158 0.90242 0.43394 -0.1 -0.1 -0.2
H 2.17931 0.83214 1.23906 0.0 0.3 -0.2
H 0.30261 -1.43654 0.89619 -0.2 0.1 -0.1
H 1.41716 -1.04441 2.13745 0.5 -0.4 0.2
H 1.96124 1.19284 -1.33797 0.4 0.2 0.2
H 3.27563 0.28260 -0.79825 -0.1 0.4 0.5
H 1.94661 -0.40799 -1.37437 -0.1 -0.1 0.0
H 1.92671 -1.83747 0.56009 0.6 -0.1 0.4

***

[4]
11
Properties=species:S:1:pos:R:3:forces:R:3 method="wB97M-V/def2-TZVPD" energy_ha=-1067.8975 molar_mass_g_mol=133.603 charge=0 spin_multiplicity=1 relative_energy_kj_mol=128.66 homo_energy_ev=-9.12
C -0.44607 -1.77423 -0.24478 -2.1 1.1 0.3
C -2.78175 -0.97794 0.07246 0.5 -1.1 -0.8
C -1.47755 -0.71387 -0.12021 1.0 -0.3 0.3
C 0.44472 0.97414 1.02103 -4.9 0.0 0.2
N 0.30800 -2.63389 -0.28738 0.6 -0.3 -0.1
S -0.86623 0.93926 -0.26327 0.5 0.1 -0.6
Cl -3.95682 0.25195 0.19181 -0.1 -0.1 0.1
H -3.17883 -2.01127 -0.01472 0.3 0.9 0.3
H 1.10211 1.72295 0.91670 2.2 2.8 -0.8
H 0.88675 0.08307 1.15736 1.7 -3.2 0.1
H -0.19884 1.15636 1.86048 0.3 0.2 0.9